Entry 1:
# C3H3Cl

2 unconnected molecules or ions with the total composition C3H3Cl (the ωB97M-V functional and the def2-TZVPD basis, the Open Molecules 2025 dataset).

Values from the calculation:
HOMO level: -10.193 eV
E_LUMO: 0.08 eV
HOMO-LUMO gap: 10.28 eV

Last column: natural (NBO) charge in e.
CARTESIAN COORDINATES (ANGSTROEM)
C -1.400 1.419 0.015  -0.36
C -0.567 0.560 -0.040  -0.10
C 1.269 -0.480 -0.064  -0.25
Cl 2.640 0.557 0.004  0.06
H -2.280 1.970 0.287  0.24
H 1.104 -1.094 0.727  0.20
H 1.004 -0.991 -0.927  0.21



Entry 2:
# C43H53CrN3S2

A molecular structure, C43H53CrN3S2 (the ωB97M-V functional and the def2-TZVPD basis, the Open Molecules 2025 dataset).

Values from the calculation:
HOMO level (spin up / spin down): -6.710 / -7.573 eV
multiplicity: 5
expectation value of S²: 6.11
E_LUMO (spin up / spin down): 0.27 / -1.16 eV
HOMO-LUMO gap (spin up / spin down): 6.98 / 6.41 eV

Last column: Mulliken spin population.
CARTESIAN COORDINATES (ANGSTROEM)
Cr 0.000 -0.129 0.358  3.26
C 0.841 1.842 0.883  -0.01
C 1.936 1.144 0.266  0.02
C 2.316 0.096 1.170  -0.06
C 1.353 0.113 2.222  -0.04
C 0.497 1.234 2.103  -0.09
C -0.452 1.795 3.146  0.02
C -0.632 0.805 4.297  0.00
C 0.166 3.091 3.688  0.00
C -1.824 2.121 2.544  0.03
C 3.579 -0.776 1.316  0.03
C 3.456 -2.150 0.642  0.00
C 3.832 -1.035 2.815  0.00
C 4.841 -0.072 0.806  0.00
C 2.568 1.689 -1.021  0.02
C 3.009 0.579 -1.992  0.02
C 3.750 2.625 -0.667  0.00
C 1.567 2.552 -1.809  0.01
H 0.439 2.775 0.527  0.02
H 1.376 -0.535 3.082  -0.02
H 0.309 0.638 4.826  0.00
H -1.008 -0.155 3.932  0.01
H -1.356 1.199 5.013  0.00
H 1.173 2.914 4.073  0.00
H -0.447 3.489 4.500  0.00
H 0.230 3.850 2.905  0.00
H -2.313 1.215 2.186  0.01
H -1.731 2.820 1.709  0.00
H -2.463 2.579 3.304  0.00
H 2.635 -2.719 1.081  -0.01
H 4.378 -2.717 0.799  0.00
H 3.287 -2.072 -0.432  0.00
H 3.084 -1.697 3.251  0.00
H 3.846 -0.100 3.380  0.00
H 4.802 -1.521 2.934  0.00
H 4.867 0.030 -0.275  0.00
H 5.712 -0.661 1.098  0.00
H 4.937 0.918 1.256  0.00
H 3.407 -0.298 -1.490  0.00
H 3.770 0.964 -2.676  0.00
H 2.159 0.251 -2.593  -0.01
H 4.695 2.094 -0.592  0.00
H 3.567 3.139 0.279  0.00
H 3.861 3.385 -1.444  0.00
H 0.651 2.010 -2.032  0.01
H 2.032 2.827 -2.758  0.00
H 1.315 3.476 -1.287  0.00
S -1.526 1.118 -1.025  0.10
C -3.094 0.554 -0.610  0.15
N -4.162 1.218 -1.172  0.11
C -5.449 0.533 -1.173  -0.01
C -5.671 -0.129 0.175  0.01
N -4.566 -1.027 0.493  0.12
C -4.866 -2.463 0.569  0.00
C -5.523 -2.995 -0.686  0.01
C -6.764 -3.617 -0.628  0.00
C -7.366 -4.108 -1.779  0.00
C -6.735 -3.971 -3.005  0.00
C -5.497 -3.344 -3.072  0.00
C -4.894 -2.865 -1.920  0.01
C -3.297 -0.578 0.220  0.29
S -2.006 -1.299 1.092  0.10
C -4.204 2.681 -1.148  0.01
C -4.731 3.251 -2.442  0.01
C -4.011 3.067 -3.620  -0.01
C -4.490 3.572 -4.818  0.00
C -5.695 4.266 -4.853  0.00
C -6.414 4.456 -3.683  0.00
C -5.932 3.946 -2.483  0.00
H -5.458 -0.224 -1.953  0.00
H -6.230 1.260 -1.392  0.00
H -6.599 -0.698 0.171  0.00
H -5.737 0.641 0.950  0.00
H -5.523 -2.641 1.424  0.00
H -3.927 -2.982 0.760  0.00
H -7.270 -3.725 0.327  0.00
H -8.329 -4.601 -1.715  0.00
H -7.199 -4.356 -3.904  0.00
H -4.991 -3.241 -4.025  0.00
H -3.917 -2.394 -1.976  -0.02
H -3.190 3.030 -0.976  0.01
H -4.829 3.019 -0.312  -0.01
H -3.072 2.524 -3.586  0.00
H -3.923 3.426 -5.729  0.00
H -6.067 4.659 -5.790  0.00
H -7.350 5.000 -3.703  0.00
H -6.493 4.099 -1.567  0.00
C 0.453 -1.795 -0.881  -0.02
C -0.383 -2.866 -1.452  0.03
C -0.857 -3.935 -0.676  -0.02
C -1.553 -4.985 -1.239  0.01
C -1.788 -5.016 -2.615  -0.02
C -1.318 -3.969 -3.406  0.01
C -0.646 -2.910 -2.828  -0.03
C -2.508 -6.102 -3.212  0.00
N -3.083 -6.973 -3.697  -0.01
H 1.064 -1.360 -1.674  -0.03
H 1.110 -2.248 -0.133  -0.07
H -0.654 -3.941 0.388  0.00
H -1.908 -5.803 -0.623  0.00
H -1.481 -3.999 -4.476  0.00
H -0.280 -2.102 -3.452  0.00



Quick rundown of total energy, same order as above: -576.12351 -3675.45078 hartree
Quick rundown of energy relative to the best compared isomer or geometry (same formula, charge and spin), same order as above: 262.0 77.2 kJ/mol
Quick rundown of max |F|, same order as above: 5.238 0.768 eV/Å